# 1
{
  "formula": "BF4Sn",
  "method": "ωB97M-V with the def2-TZVPD basis set",
  "species": ["Sn", "F", "F", "F", "F", "B"],
  "xyz": [[1.38954, -0.49113, -2.44222], [0.07202, 1.16458, 1.30280], [0.79265, -0.67561, 0.36020], [-0.67225, 0.51401, -0.77377], [-1.28554, -0.61990, 1.05646], [-0.29641, 0.10805, 0.49652]],
  "total_energy_ha": -637.83017,
  "multiplicity": 2,
  "orbital_gap_ev": [10.32, 7.44],
  "charge": 2,
  "fmax_ev_per_a": 2.8
}

# 2
{
  "formula": "C19H38MoNO4P3",
  "method": "ωB97M-V with the def2-TZVPD basis set",
  "species": ["Mo", "P", "P", "P", "O", "O", "O", "O", "N", "C", "C", "C", "C", "C", "C", "C", "C", "C", "C", "C", "C", "C", "C", "C", "C", "C", "C", "C", "H", "H", "H", "H", "H", "H", "H", "H", "H", "H", "H", "H", "H", "H", "H", "H", "H", "H", "H", "H", "H", "H", "H", "H", "H", "H", "H", "H", "H", "H", "H", "H", "H", "H", "H", "H", "H", "H"],
  "xyz": [[0.02907, 0.08586, -2.94565], [-1.11122, 4.29900, -0.50644], [3.63109, -0.21673, 0.63645], [-3.00110, -2.10609, 0.44286], [0.88510, -2.13790, 1.73497], [-0.65788, -1.48794, 3.27842], [-1.65768, 0.53487, 0.66665], [0.88562, 0.91749, 0.82498], [0.31483, -2.61084, 5.19578], [-2.30856, -0.40616, 0.60077], [-0.53938, 1.28837, -4.56695], [1.94314, 0.47199, 0.58410], [-3.68430, -2.21727, 2.13150], [1.15837, -2.82805, 3.99885], [0.39944, -2.08470, 2.89327], [0.80194, -1.20803, -4.39478], [-2.87943, 4.53599, -0.87206], [1.54043, -0.00290, -4.40174], [-0.23892, 5.70624, -1.26320], [-1.29444, 0.07639, -4.57202], [-0.63024, -1.16167, -4.48669], [0.87269, 1.23971, -4.51495], [4.11032, -0.38817, 2.35425], [3.48283, -1.84544, -0.07802], [4.78112, 0.85758, -0.20767], [-4.39017, -2.15295, -0.70851], [-1.76142, -3.38250, 0.18881], [-0.86431, 4.32700, 1.29404], [0.21067, 4.32179, 1.51123], [-0.77888, -3.16780, 0.64703], [-3.05787, 4.25927, -1.92153], [0.87635, -2.18858, 5.93984], [0.81381, 5.68958, -0.96056], [3.18851, -1.72293, -1.12304], [-2.93734, -1.86919, 2.85671], [-1.34245, 5.17162, 1.79601], [-4.04444, -2.00352, -1.75933], [-4.57664, -1.59066, 2.17704], [1.24169, -3.88899, 3.76961], [-4.87479, -3.14305, -0.64471], [-5.14344, -1.38567, -0.47506], [-2.36890, 0.12433, -4.62273], [4.44010, 1.05791, -1.23573], [5.14712, -0.74448, 2.37182], [1.42208, 2.18254, -4.45851], [4.90346, 1.81799, 0.32313], [4.05639, 0.58346, 2.88205], [5.75179, 0.34605, -0.23107], [-3.94907, -3.26556, 2.36209], [-1.27943, 3.38614, 1.69939], [2.70444, -2.40249, 0.47019], [-0.24749, 5.54705, -2.35942], [-3.47509, 3.84263, -0.26069], [-1.06501, 2.24497, -4.58615], [2.61011, -0.00994, -4.22102], [-3.22769, 5.55787, -0.70282], [1.28589, -2.16284, -4.22734], [-0.45181, -1.99059, 4.84158], [4.43825, -2.37740, -0.00892], [-0.02601, -3.51478, 5.55794], [-0.68280, 6.67775, -1.03919], [2.14529, -2.39627, 4.15463], [-1.20413, -2.08443, -4.44570], [-2.16945, -4.31492, 0.65459], [-1.61072, -3.57447, -0.89367], [3.46053, -1.11557, 2.85530]],
  "total_energy_ha": -2193.00966,
  "multiplicity": 3,
  "orbital_gap_ev": [3.10, 3.00],
  "charge": 4,
  "fmax_ev_per_a": 4.0
}

# 3
{
  "formula": "C25H25N4O2Ti",
  "method": "ωB97M-V with the def2-TZVPD basis set",
  "species": ["Ti", "O", "O", "N", "N", "N", "N", "C", "C", "C", "C", "C", "C", "C", "C", "C", "C", "C", "C", "C", "C", "C", "C", "C", "C", "C", "C", "C", "C", "C", "C", "C", "H", "H", "H", "H", "H", "H", "H", "H", "H", "H", "H", "H", "H", "H", "H", "H", "H", "H", "H", "H", "H", "H", "H", "H", "H"],
  "xyz": [[0.32399, -0.42607, 0.31894], [-1.45245, -0.46340, 0.09082], [0.48523, -0.63022, -1.67805], [-0.16747, -0.18738, 2.52768], [0.73044, 1.47315, 0.99524], [2.45909, 0.09710, -0.08005], [0.14047, -2.65758, 0.29221], [-0.13970, 2.04529, 1.84827], [-0.62798, -1.22167, 3.24192], [1.29450, 3.61522, 0.04167], [-0.53135, 3.37611, 1.66010], [4.21944, -0.40005, -1.59022], [-1.85558, -0.44945, -2.31800], [-1.84424, -1.07509, 3.97550], [1.55823, 2.25043, 0.23280], [0.00966, -0.53499, -3.98421], [-0.72808, 1.05674, 2.68182], [4.25200, 0.91388, -2.03028], [3.53804, -2.06622, 0.13026], [-1.94105, 1.22952, 3.29736], [0.18291, 4.15332, 0.73016], [-4.47971, 0.28903, -1.67992], [2.47774, 1.40806, -0.46508], [-0.45472, -0.52593, -2.59229], [-2.85891, -0.30530, -3.36553], [-2.52156, 0.11869, 3.92460], [-2.29225, -0.36912, -0.93954], [-4.07462, 0.19974, -3.04336], [3.36537, -0.77317, -0.56943], [3.35861, 1.83585, -1.45013], [0.24288, -2.40897, 3.44703], [-3.61930, -0.06787, -0.63096], [-0.48257, -3.16076, 0.94227], [1.91462, 4.24201, -0.57298], [4.90224, 1.21424, -2.85188], [-2.31204, -1.89044, 4.53680], [-3.95357, -0.13580, 0.39141], [1.03168, -3.14028, 0.35864], [0.30914, -2.63244, 4.53658], [-0.27403, -1.53997, -4.39428], [1.08337, -0.40183, -4.05807], [-0.13361, 5.17876, 0.48599], [2.88882, -2.82701, -0.33854], [-3.49485, 0.22319, 4.40701], [-2.57228, -0.48950, -4.39626], [4.57137, -2.49276, 0.01336], [-5.48026, 0.66661, -1.45238], [-0.20298, -2.95130, -0.63943], [1.25624, -2.26341, 3.00661], [4.86549, -1.16544, -2.09230], [3.25854, -1.99694, 1.20808], [-0.43212, 0.22308, -4.63823], [-2.47835, 2.13348, 3.14216], [-4.82265, 0.45137, -3.82414], [-1.44485, 3.73146, 2.13497], [3.17882, 2.79211, -1.86373], [-0.22584, -3.26814, 2.93901]],
  "total_energy_ha": -2186.53210,
  "multiplicity": 3,
  "orbital_gap_ev": [4.45, 7.53],
  "charge": 1,
  "fmax_ev_per_a": 3.9
}

# 4
{
  "formula": "C9H14N2OS",
  "method": "ωB97M-V with the def2-TZVPD basis set",
  "species": ["S", "O", "N", "N", "C", "C", "C", "C", "C", "C", "C", "C", "C", "H", "H", "H", "H", "H", "H", "H", "H", "H", "H", "H", "H", "H", "H"],
  "xyz": [[5.10069, 1.60074, -0.39766], [3.38919, -2.98055, -0.10383], [4.08213, -0.83139, -0.21628], [2.64374, 0.92114, 0.20414], [0.30084, 0.70527, 0.81994], [-3.46660, 0.06547, 0.06264], [1.81016, -1.26679, 0.35605], [3.10661, -1.81103, 0.00457], [-0.92404, -0.00084, 0.23390], [-3.56866, -0.05738, -1.45310], [-2.20029, 0.78694, 0.52500], [1.60387, 0.06545, 0.44753], [3.90396, 0.51113, -0.12781], [2.51038, 1.92193, 0.27038], [-2.14622, 1.76309, 0.03720], [-0.78879, -0.10697, -0.84275], [-3.48979, 0.92165, -1.92091], [-4.33241, 0.62076, 0.42993], [0.30576, 1.74533, 0.48303], [-2.78310, -0.69500, -1.84982], [-2.26941, 0.95834, 1.60217], [0.21937, 0.71691, 1.91132], [1.02567, -1.97726, 0.54391], [-3.49895, -0.92976, 0.51114], [-1.01792, -0.99858, 0.66320], [-4.52618, -0.49167, -1.73006], [5.00998, -1.15694, -0.46384]],
  "total_energy_ha": -934.32764,
  "multiplicity": 1,
  "orbital_gap_ev": 9.12,
  "smiles": "CCCCCc1cc(=O)[nH]c(=S)[nH]1",
  "charge": 0,
  "fmax_ev_per_a": 0.6
}

# 5
{
  "formula": "C31H63I2NO7PS",
  "method": "ωB97M-V with the def2-TZVPD basis set",
  "species": ["I", "I", "S", "P", "O", "O", "O", "O", "O", "O", "O", "N", "C", "C", "C", "C", "C", "C", "C", "C", "C", "C", "C", "C", "C", "C", "C", "C", "C", "C", "C", "C", "C", "C", "C", "C", "C", "C", "C", "C", "C", "C", "C", "H", "H", "H", "H", "H", "H", "H", "H", "H", "H", "H", "H", "H", "H", "H", "H", "H", "H", "H", "H", "H", "H", "H", "H", "H", "H", "H", "H", "H", "H", "H", "H", "H", "H", "H", "H", "H", "H", "H", "H", "H", "H", "H", "H", "H", "H", "H", "H", "H", "H", "H", "H", "H", "H", "H", "H", "H", "H", "H", "H", "H", "H", "H"],
  "xyz": [[-4.23155, -4.38027, -2.78938], [-7.56752, -1.80375, -0.04051], [-4.42283, 0.04526, 0.12969], [-4.24461, 1.60783, -2.81682], [-5.81797, 2.22791, -2.68689], [-4.67521, -0.80477, 1.32984], [-3.35240, 2.46327, -1.71383], [3.43509, -2.95508, 0.11916], [-2.82336, 0.30502, 0.06358], [-5.09369, 1.36584, 0.39118], [-3.76150, 2.03170, -4.19413], [4.37859, 1.46310, 5.18997], [2.45865, -2.46974, 1.04095], [-2.05154, -0.27018, -0.99938], [2.82747, -1.00294, -3.14337], [-0.54738, -1.90410, -3.11610], [4.17193, -0.05344, 7.28556], [-4.21182, -0.27411, -2.59908], [0.44587, 2.88767, -0.51084], [3.51659, 2.47945, 4.44088], [-0.68089, 1.82061, -0.18583], [4.64759, 0.25293, 4.31875], [-1.79354, -0.97592, -3.45301], [1.54640, 2.38317, -1.50180], [-0.89131, 0.77318, -1.33669], [-0.31675, 4.16030, -1.08760], [2.45434, -1.82412, -1.86305], [4.07582, 2.84035, 3.07552], [3.57512, 1.06535, 6.43146], [-6.16421, -0.32297, -4.40760], [0.56244, -1.81127, -4.21903], [-5.64887, -2.08867, -1.12656], [4.29404, 1.60097, 2.22401], [-5.95902, -3.08447, -2.29175], [-5.19094, -0.63211, -1.42147], [3.69802, -1.96885, -0.89363], [1.57301, -0.62770, -4.03575], [-2.79427, -0.86255, -2.25190], [-4.70097, -0.76563, -4.02861], [5.66332, 2.11631, 5.62304], [5.19564, 0.61677, 2.94887], [-7.10686, -4.16003, -2.00482], [3.69259, -1.45772, 6.91616], [-8.11626, -3.78584, -2.26728], [4.63532, -2.21178, -1.44561], [6.27159, 1.38716, 6.15160], [3.37465, 3.50932, 2.57171], [-4.02802, -0.37836, -4.83156], [3.33008, 1.12701, 2.00703], [6.20230, 2.46887, 4.74891], [2.60213, -1.50404, 6.88553], [3.86112, -0.97437, -0.38894], [5.26263, -0.02714, 7.30728], [-7.01967, -4.62742, -1.00393], [-1.46738, 0.01837, -3.85368], [3.43009, 3.36057, 5.07785], [0.07988, -1.84114, -5.22604], [-4.90242, -2.58865, -0.45803], [-6.60199, -1.12878, -5.04726], [3.69828, -0.27579, 4.21405], [-1.05080, 4.46775, -0.30589], [1.55878, -3.12419, 1.03250], [6.20514, 1.02905, 3.03611], [5.41875, 2.95466, 6.27282], [5.28981, -0.29489, 2.35386], [0.37179, 4.97355, -1.39420], [1.07048, 2.15890, -2.48305], [-6.10922, -0.00632, -1.55738], [1.15791, -2.76049, -4.15177], [-6.90682, -4.98718, -2.73647], [-6.02483, 2.17045, -1.73341], [4.73409, 1.87699, 1.26423], [3.57516, -1.60292, -3.72089], [5.36298, -0.37665, 4.84656], [2.28072, 3.20873, -1.69923], [-3.90796, 2.99853, -1.12895], [3.84660, 0.12680, 8.31340], [-1.13289, 1.37286, -2.25067], [-6.25755, -2.63821, -3.26189], [-4.60932, -1.87856, -4.12351], [-0.93522, 3.76831, -1.93782], [-0.41253, 1.30699, 0.77778], [0.05228, 0.20204, -1.45913], [5.01102, 3.39830, 3.17396], [2.11611, -1.42974, 0.80266], [2.84625, -2.43770, 2.09200], [-2.23487, -1.49098, -4.34466], [2.57487, 0.79454, 6.08991], [-1.48477, -1.13233, -0.55018], [3.32133, -0.05997, -2.81297], [2.52790, 2.03039, 4.32734], [1.10750, 0.33167, -3.71599], [0.97020, 3.24593, 0.41498], [4.03376, -2.17361, 7.66504], [2.00467, -0.42828, -5.05321], [4.07434, -1.79578, 5.95392], [-6.07683, 0.58771, -5.05141], [-0.95708, -2.94987, -3.17768], [1.69516, -1.24474, -1.28285], [-0.18291, -1.78233, -2.07661], [2.08292, -2.85335, -2.05809], [-6.81368, -0.06813, -3.54167], [-3.00127, -1.93668, -1.97734], [-1.59970, 2.42026, 0.02387], [3.49317, 1.97810, 7.02454], [2.13871, 1.51582, -1.12937]],
  "total_energy_ha": -3135.08716,
  "multiplicity": 1,
  "orbital_gap_ev": 8.54,
  "charge": 1,
  "fmax_ev_per_a": 6.8
}

# 6
{
  "formula": "C19H21N3O2S",
  "method": "ωB97M-V with the def2-TZVPD basis set",
  "species": ["S", "O", "O", "N", "N", "N", "C", "C", "C", "C", "C", "C", "C", "C", "C", "C", "C", "C", "C", "C", "C", "C", "C", "C", "C", "H", "H", "H", "H", "H", "H", "H", "H", "H", "H", "H", "H", "H", "H", "H", "H", "H", "H", "H", "H", "H"],
  "xyz": [[-0.65181, 3.41191, -0.51962], [-5.77061, -2.02156, 0.43722], [0.42815, 0.75610, 1.64969], [1.94205, 1.66163, 0.21924], [-2.08791, 1.24419, 0.41794], [-2.94180, 2.33205, -1.34419], [-5.03725, -0.94364, 0.03076], [0.19122, 3.06448, 1.07398], [2.71387, 0.50655, -0.07225], [-3.24177, 0.58327, 0.07734], [2.93037, -1.72865, -0.88250], [4.70680, 1.79986, 0.74058], [-1.97211, 2.26950, -0.48108], [4.08822, 0.55803, 0.17064], [-4.95890, 0.85483, -1.61056], [4.86114, -0.55411, -0.11872], [2.12123, -0.63248, -0.61838], [-5.57215, -0.25028, -1.07114], [5.13793, -2.90684, -0.95656], [-3.85556, -0.53163, 0.62631], [0.87154, 1.70442, 1.02577], [-5.30627, -2.77114, 1.53130], [4.29521, -1.70995, -0.63783], [-3.76945, 1.28314, -1.02961], [0.65889, -0.68704, -0.92917], [0.91083, 3.87326, 1.19297], [0.44553, -1.49653, -1.62219], [0.09268, -0.85829, -0.01367], [4.64489, -3.82087, -0.63242], [6.10939, -2.83977, -0.47375], [4.17923, 2.11410, 1.64049], [-3.41529, -1.03680, 1.47071], [-4.32359, -3.21107, 1.33042], [-5.25233, -2.16459, 2.44165], [4.66603, 2.61787, 0.01950], [5.92426, -0.52009, 0.07167], [5.29491, -2.97631, -2.03314], [-6.49548, -0.62507, -1.48352], [-5.37756, 1.37748, -2.45453], [-1.41934, 0.95741, 1.12272], [5.74877, 1.62407, 0.99301], [2.26383, 2.52919, -0.18735], [-0.54021, 3.10141, 1.88079], [2.48150, -2.61879, -1.29927], [0.31507, 0.24916, -1.36721], [-6.03412, -3.56841, 1.67399]],
  "total_energy_ha": -1449.60170,
  "multiplicity": 1,
  "orbital_gap_ev": 7.83,
  "smiles": "COc1ccc2nc(SCC(=O)Nc3c(C)cc(C)cc3C)[nH]c2c1",
  "charge": 0,
  "fmax_ev_per_a": 0.9
}